<A>
{"formula": "C3H13N3O", "method": "ωB97M-V/def2-TZVPD", "symbols": ["C", "C", "N", "N", "N", "H", "H", "H", "H", "H", "H", "H", "H", "H", "C", "O", "H", "H", "H", "H"], "positions_angstrom": [[-0.5900, 0.3637, 0.9130], [-1.7008, 1.1128, 0.1909], [-0.2639, -1.3118, 0.0034], [-0.0177, -1.1386, -1.3077], [-1.3130, -2.1535, 0.1937], [-0.8151, -0.8169, -1.8606], [0.8034, -0.4887, -1.4059], [-2.2095, -1.8411, -0.1811], [-1.3750, -2.4445, 1.1585], [-0.9865, -0.1478, 1.7942], [0.1088, 1.0321, 1.4238], [-1.2941, 1.8015, -0.5522], [-2.3482, 1.6617, 0.8764], [-2.3530, 0.4226, -0.3613], [2.7556, 0.5833, -0.1179], [1.5864, 0.9210, -0.8350], [0.7773, 0.9580, -0.1403], [2.8295, 1.1546, 0.8156], [3.6222, 0.8186, -0.7426], [2.7837, -0.4870, 0.1350]], "gap_ev": 8.58, "mol_weight_da": 107.157}

***

<B>
{"formula": "C3H13N3O", "method": "ωB97M-V/def2-TZVPD", "symbols": ["N", "C", "C", "N", "C", "N", "H", "H", "H", "H", "H", "H", "H", "H", "H", "H", "H", "O", "H", "H"], "positions_angstrom": [[-0.7866, -1.2153, 2.5244], [0.5657, -1.1519, 1.8384], [0.8481, 0.2964, 1.2289], [0.0884, 0.3900, -0.0995], [0.0811, 1.7148, -0.6397], [-0.7065, 1.8987, -1.8567], [-1.4709, -1.2943, 1.8519], [-0.9301, -2.0777, 2.9902], [0.5318, -1.8560, 0.9347], [1.3520, -1.4511, 2.6061], [0.4096, 1.0980, 1.8328], [1.8627, 0.4925, 1.0219], [-0.9669, 0.1417, 0.0555], [1.0989, 2.0260, -0.8289], [-0.3333, 2.4819, 0.0468], [-1.6633, 1.6372, -1.7730], [-0.3425, 1.7181, -2.7817], [0.0744, -1.6555, -2.4213], [0.6281, -1.6068, -3.1136], [0.0931, -0.7349, -2.0149]], "smiles": "NCCNCN.O", "gap_ev": 10.20, "mol_weight_da": 107.157}

***

Pick <B>: it beats the second-best structure by 325.4 kJ/mol.

***

<A>
{"formula": "C5H10OS", "method": "ωB97M-V/def2-TZVPD", "symbols": ["C", "C", "C", "C", "C", "H", "H", "H", "H", "H", "H", "H", "H", "H", "H", "O", "S"], "positions_angstrom": [[0.8418, 1.5313, -0.0575], [-0.3477, 0.3281, 0.0039], [-1.5899, 0.4773, 0.8694], [0.4072, -0.9268, 0.4413], [1.3509, -1.4861, -0.5703], [0.7250, 2.3871, -0.9413], [0.8382, 2.0634, 1.0186], [2.0469, 0.7425, -0.1083], [-0.5336, 0.1708, -1.1940], [-1.7717, 1.6152, 1.2936], [-1.5030, -0.4830, 1.7759], [-2.6029, 0.0905, -1.2716], [0.7934, -1.7269, -1.5369], [2.0110, -0.5845, -0.9494], [1.7504, -2.4943, -0.3688], [0.3650, -1.0506, 1.6916], [-2.7810, -0.6541, -0.0964]], "gap_ev": 9.63, "mol_weight_da": 118.201}

***

<B>
{"formula": "C5H10OS", "method": "ωB97M-V/def2-TZVPD", "symbols": ["C", "C", "O", "C", "C", "S", "C", "H", "H", "H", "H", "H", "H", "H", "H", "H", "H"], "positions_angstrom": [[-0.4631, -1.6608, -1.6406], [0.5439, -0.7926, -1.9180], [1.1025, 0.3658, -1.2834], [0.8559, 1.0227, -0.0927], [1.1469, 0.2095, 1.1902], [-0.6326, 1.9242, 0.0284], [-1.5267, 0.8701, 1.0824], [-0.9861, -2.0872, -0.5189], [-0.5913, -2.5519, -2.2876], [0.9611, -0.5503, -2.8945], [1.6407, 1.9234, -0.0060], [2.1028, -0.4633, 0.9217], [0.3173, -0.6189, 1.4426], [1.2014, 0.5947, 2.1835], [-2.6515, 1.4451, 1.2871], [-1.8557, 0.0286, 0.4614], [-1.1657, 0.3408, 2.0444]], "smiles": "C=CO[C@H](C)SC", "gap_ev": 9.56, "mol_weight_da": 118.201}

***

<C>
{"formula": "C5H10OS", "method": "ωB97M-V/def2-TZVPD", "symbols": ["C", "C", "C", "C", "O", "S", "C", "H", "H", "H", "H", "H", "H", "H", "H", "H", "H"], "positions_angstrom": [[1.6199, 1.6873, 1.0506], [1.1186, 0.5804, 0.5976], [1.4316, -0.8032, 1.0084], [-0.1399, 0.6388, -0.6766], [0.0238, -0.3117, -1.6028], [-1.6614, 0.3773, 0.2930], [-2.6022, -0.6394, -0.8134], [1.6091, 2.6652, 0.7055], [2.4608, 1.7771, 1.6572], [0.9585, -1.5710, 0.3602], [2.5068, -0.9328, 1.0015], [0.9959, -1.0907, 1.8430], [-0.1494, 1.5756, -1.1671], [0.0227, -1.2080, -1.2036], [-3.6058, -0.3468, -1.0244], [-2.6846, -1.6018, -0.4429], [-1.9045, -0.7963, -1.5863]], "smiles": "C=C(C)[C@@H](O)SC", "gap_ev": 9.20, "mol_weight_da": 118.201}

***

Pick <C>: it beats the second-best structure by 154.3 kJ/mol.

***

<A>
{"formula": "C5H10OS", "method": "ωB97M-V/def2-TZVPD", "symbols": ["O", "C", "C", "C", "C", "S", "C", "H", "H", "H", "H", "H", "H", "H", "H", "H", "H"], "positions_angstrom": [[0.9179, 0.9408, -1.9462], [-0.0810, 1.4324, -1.6341], [-0.8236, -1.2372, -0.4617], [0.6391, -1.5443, -0.6147], [1.4747, -1.3192, 0.4100], [-0.9325, 0.4574, 2.4931], [-0.4547, 1.7456, 1.3834], [-0.9982, 0.8817, -1.9956], [-1.1568, -1.5984, 0.5165], [-1.4539, -1.4483, -1.3229], [-0.9138, -0.1630, -0.2904], [1.1284, -1.6110, -1.5799], [2.5427, -1.4192, 0.3125], [1.0862, -1.1496, 1.4083], [-1.3402, 2.1757, 0.9255], [0.2077, 2.4542, 1.8852], [0.1581, 1.4023, 0.5110]], "gap_ev": 4.11, "mol_weight_da": 118.201}

***

<B>
{"formula": "C5H10OS", "method": "ωB97M-V/def2-TZVPD", "symbols": ["C", "C", "C", "C", "C", "H", "H", "H", "H", "H", "H", "H", "H", "H", "H", "O", "S"], "positions_angstrom": [[0.0295, 2.0763, 0.0738], [-0.2611, -0.3199, -0.0953], [-1.5362, -0.4021, 0.6968], [0.8097, -1.1563, 0.1323], [2.0579, -1.2060, -0.5298], [-0.6158, 3.0483, -0.7163], [1.2459, 2.0632, 0.2559], [-0.6954, 1.8637, 1.1637], [-1.4353, 0.5895, 0.9931], [-1.5678, -1.0990, 1.5716], [-2.9442, 0.1444, -1.3262], [0.7542, -1.9354, 1.0211], [2.9606, -0.4276, 0.0966], [2.5738, -2.6291, -0.4527], [1.8604, -0.7212, -1.6667], [-0.1921, 0.8223, -0.7852], [-3.0442, -0.7111, -0.4325]], "gap_ev": 9.04, "mol_weight_da": 118.201}

***

Pick <A>: it beats the second-best structure by 67.7 kJ/mol.

***

<A>
{"formula": "C6H17NO", "method": "ωB97M-V/def2-TZVPD", "symbols": ["C", "N", "C", "C", "C", "C", "C", "H", "H", "H", "H", "H", "H", "H", "H", "H", "H", "H", "H", "H", "H", "H", "O", "H", "H"], "positions_angstrom": [[3.0462, -0.4436, -0.1062], [2.0946, 0.5241, 0.5013], [0.7301, 0.4903, -0.0726], [-0.3055, -0.1072, 0.8926], [-1.7507, 0.1882, 0.5212], [-2.6547, 0.5026, 1.7071], [-2.3312, -0.9875, -0.3152], [3.7704, 0.1204, -0.6790], [2.5921, -1.2116, -0.7157], [3.5753, -0.9491, 0.6958], [1.9823, 0.2434, 1.4654], [0.7350, -0.1185, -0.9771], [0.4506, 1.5367, -0.2446], [-0.0521, -1.1713, 1.0141], [-0.0591, 0.2285, 1.9042], [-1.7542, 0.9768, -0.2277], [-3.6833, 0.2227, 1.4920], [-2.6627, 1.5624, 1.9241], [-2.3028, 0.0190, 2.6235], [-2.9158, -1.6981, 0.2591], [-1.5629, -1.5239, -0.8550], [-2.9704, -0.6425, -1.1340], [2.2260, 0.4064, -3.2178], [2.0742, 1.0023, -3.9592], [1.7288, 0.8295, -2.4965]], "smiles": "CNCCC(C)C.O", "gap_ev": 9.73, "mol_weight_da": 119.208}

***

<B>
{"formula": "C6H17NO", "method": "ωB97M-V/def2-TZVPD", "symbols": ["C", "C", "C", "C", "C", "C", "N", "H", "H", "H", "H", "H", "H", "H", "H", "H", "H", "H", "H", "H", "H", "H", "O", "H", "H"], "positions_angstrom": [[1.4908, 3.1303, -2.4336], [0.6699, 1.7777, -2.2073], [1.3987, 0.9943, -0.9821], [0.4136, 0.1942, -0.0294], [-0.1661, -1.1775, -0.3521], [-0.0651, -2.1082, 0.8927], [-0.7894, -1.6224, 2.0685], [2.1471, 3.3925, -3.3282], [2.1365, 3.2043, -1.5521], [0.9724, 4.0414, -2.5310], [0.7556, 1.0188, -3.0116], [-0.2885, 2.0776, -2.0559], [2.0736, 1.6159, -0.3696], [2.0007, 0.1428, -1.3791], [1.0369, 0.1414, 0.9966], [-0.3894, 1.0190, 0.0893], [0.2441, -1.5108, -1.3003], [-1.2347, -1.2039, -0.6807], [-0.4684, -3.2226, 0.5700], [0.9747, -2.2968, 1.2064], [-1.1082, -0.6494, 1.9730], [-1.6639, -2.2372, 2.2519], [-3.2829, -2.4935, 3.7200], [-2.9682, -2.5756, 4.6704], [-3.8899, -1.6526, 3.7741]], "smiles": "CCCCCCN.O", "gap_ev": 9.55, "mol_weight_da": 119.208}

***

<C>
{"formula": "C6H17NO", "method": "ωB97M-V/def2-TZVPD", "symbols": ["C", "C", "C", "N", "C", "C", "C", "H", "H", "H", "H", "H", "H", "H", "H", "H", "H", "H", "H", "H", "H", "H", "O", "H", "H"], "positions_angstrom": [[2.2449, 0.0536, 1.3973], [1.0564, 0.7156, 0.6163], [0.8211, 0.1789, -0.7931], [-0.4058, -0.5198, -1.2581], [-1.5990, 0.2110, -0.8953], [-0.4456, -1.9450, -0.8612], [-0.5668, -2.2573, 0.6541], [2.1298, -1.0134, 1.1999], [2.2065, 0.2399, 2.4701], [3.1626, 0.3222, 0.8740], [1.3728, 1.7646, 0.6064], [0.1824, 0.6852, 1.2580], [1.6130, -0.4361, -1.2452], [0.9197, 1.0553, -1.4922], [-1.7763, 0.4775, 0.1475], [-1.5615, 1.1913, -1.4143], [-2.4551, -0.2895, -1.3496], [-1.3461, -2.3152, -1.3893], [0.4581, -2.4320, -1.2213], [-0.2199, -1.4113, 1.2450], [0.1481, -3.0687, 0.8005], [-1.5633, -2.4620, 1.0381], [-0.8587, 3.0477, 0.7584], [-0.4958, 2.4905, 0.0839], [-1.6549, 3.4174, 0.3504]], "smiles": "CCCN(C)CC.O", "gap_ev": 9.40, "mol_weight_da": 119.208}

***

<D>
{"formula": "C6H17NO", "method": "ωB97M-V/def2-TZVPD", "symbols": ["C", "N", "C", "C", "C", "C", "C", "H", "H", "H", "H", "H", "H", "H", "H", "H", "H", "H", "H", "H", "H", "H", "O", "H", "H"], "positions_angstrom": [[-1.3550, 1.9077, 1.8356], [-0.9611, 0.5448, 1.6505], [-0.3410, 0.2057, 0.3605], [0.8463, -0.7092, 0.5380], [1.1040, -1.6096, -0.6621], [2.0425, -2.7790, -0.3335], [1.5920, -0.9024, -1.9446], [-2.4353, 2.0569, 2.0024], [-0.8711, 2.6452, 1.1974], [-1.1373, 2.3004, 2.8515], [-0.4911, 0.0955, 2.4141], [-0.2196, 1.1256, -0.2164], [-1.1297, -0.2840, -0.2347], [1.7562, -0.1494, 0.6716], [0.7512, -1.3218, 1.4352], [0.1897, -2.0973, -0.9776], [2.9480, -2.3433, 0.1171], [2.4637, -3.1588, -1.2529], [1.6730, -3.5770, 0.3119], [2.6719, -0.8144, -1.9463], [1.2560, 0.1327, -1.9439], [1.2990, -1.5272, -2.7731], [-2.4177, 2.6748, -1.3118], [-3.3232, 2.4583, -1.5322], [-2.3574, 2.8440, -0.3665]], "smiles": "CNCCC(C)C.O", "gap_ev": 9.30, "mol_weight_da": 119.208}

***

Pick <A>: it beats the second-best structure by 21.2 kJ/mol.